[1]
Density functional theory data (the ωB97M-V functional and the def2-TZVPD basis) for the molecule C6H16NO.

XYZ file:
```
24
Properties=species:S:1:pos:R:3:forces:R:3:lowdin_spin:R:1
H -0.19745 -1.77991 1.95807 0.170 -0.341 -0.099 0.01
C -0.15476 0.10715 1.04046 -0.546 0.515 -0.461 0.07
H -1.77649 -1.03805 -2.64062 -0.108 0.111 0.041 0.00
O 0.25146 -0.28180 3.32635 -0.104 0.013 -0.274 0.05
H 1.60064 1.28843 1.04671 0.079 0.298 -0.087 0.14
H -1.89750 0.66101 -3.19628 -0.242 -0.218 -0.278 0.00
H -1.16947 0.36027 1.34995 -0.079 -0.225 0.048 0.02
H -0.37785 -0.17499 -3.26735 0.176 -0.030 0.032 0.00
H -0.66968 -1.40582 -0.32173 -0.062 0.034 -0.160 0.00
C 1.21722 -0.57490 -0.95977 0.220 -0.559 -0.394 0.04
H 1.77046 0.36281 -1.05198 -0.197 0.135 0.280 0.04
H -1.98133 0.70460 -0.80849 0.085 0.367 -0.004 0.01
H 1.18954 -0.96064 -1.98077 -0.095 -0.187 0.079 0.00
H 0.27707 2.17649 0.45886 0.000 0.017 0.218 0.17
H -0.42058 1.41642 -1.39914 -0.348 0.461 -0.010 0.04
H 0.45930 1.82517 2.12167 -0.097 0.135 -0.099 0.11
N 0.57212 1.43679 1.16170 0.356 -0.694 0.114 0.19
C -1.28018 -0.06592 -2.67300 -0.118 0.361 -0.171 0.00
C 0.40525 -0.87808 2.02204 -0.067 0.708 1.297 0.04
C -1.02178 0.51716 -1.29497 0.381 -1.199 0.239 0.04
C -0.19827 -0.42024 -0.39687 0.639 0.673 0.131 0.01
H 1.47162 -1.04710 1.88897 -0.035 -0.378 -0.379 0.01
H 1.82769 -1.27253 -0.37623 -0.077 0.127 -0.056 0.00
H 0.10298 -0.95634 3.99243 0.072 -0.125 -0.007 0.00
```
Positions in Å, forces in eV/Å.

Values from the calculation:
- Kohn-Sham gap (alpha / beta): 0.1444 / 0.4224 Ha
- ΔE to the lowest compared entry with this formula, charge and spin: 28.8 kcal/mol
- LUMO (alpha / beta): 0.655 / 0.476 eV
- F_max: 1.5 eV Å⁻¹
- Net charge: 0
- 2S+1: 2
- HOMO energy (alpha / beta): -3.274 / -11.018 eV



[2]
Density functional theory data (the ωB97M-V functional and the def2-TZVPD basis) for a cluster of 6 separate species, C29H59NO11S5 in total.

XYZ file:
```
105
Properties=species:S:1:pos:R:3:forces:R:3:lowdin_charge:R:1
C -12.43348 12.82628 17.18331 0.133 -0.710 -0.199 -0.52
C -6.24559 13.78363 19.62721 -0.187 0.203 0.094 -0.20
H -6.84931 11.06608 19.67732 0.110 0.075 -0.043 0.11
H -7.16309 12.69386 14.31568 0.116 -0.110 0.097 0.08
C -5.81574 9.99729 12.77574 0.237 -0.028 -0.924 -0.23
S -7.10564 12.27844 17.64244 0.600 0.391 0.555 0.69
C -8.09145 10.81082 13.83843 -0.691 0.630 0.404 -0.23
O -6.13018 11.38366 17.09048 -0.014 -0.220 -0.124 -0.29
O -10.53599 14.23089 16.86983 0.153 -0.268 -0.021 -0.02
H -4.83266 11.83365 13.47544 -0.174 0.108 -0.388 0.12
C -7.54101 13.09737 20.07744 -0.247 0.151 0.579 -0.22
C -8.13891 17.05897 15.28310 0.752 0.156 0.179 -0.19
H -7.70246 14.93309 15.46882 0.022 -0.110 -0.092 0.08
H -14.06402 14.86490 15.02486 0.238 0.119 0.154 0.12
C -5.84164 18.45023 8.33857 -0.068 -0.166 0.121 -0.23
H -12.96974 14.18619 18.78634 0.025 0.042 0.066 0.09
O -10.51744 19.50476 15.17245 0.243 -0.061 -0.130 -0.32
C -13.89385 12.67514 16.73472 -0.309 -0.347 -0.115 -0.14
H -5.39643 13.17669 19.94507 0.094 0.132 0.020 0.12
H -12.33674 10.62090 17.37562 0.039 0.041 0.178 0.08
O -11.19195 20.93190 17.08151 -0.041 0.100 0.191 -0.32
O -5.82795 16.57937 13.01039 0.006 0.140 -0.243 -0.30
O -8.12775 9.07085 11.88099 -0.247 -0.219 -0.457 -0.32
C -5.70299 11.20994 13.67578 0.505 -0.107 0.636 -0.22
H -7.00602 18.41072 16.62108 -0.023 -0.140 0.058 0.10
O -5.29856 15.92057 8.86321 -0.147 -0.831 -0.243 -0.31
H -11.88179 15.91856 13.74113 -0.091 0.042 0.023 0.09
C -7.57394 11.79469 19.31684 -0.281 -0.518 -0.680 -0.21
H -8.51686 21.53174 13.99541 0.250 -0.133 0.094 0.12
C -5.50103 19.61254 9.25515 0.274 0.323 0.090 -0.23
C -5.17759 18.99113 10.62686 -0.496 -0.175 -0.375 -0.22
N -11.79461 13.84545 16.38828 -0.577 1.298 0.326 -0.11
H -5.75133 18.63584 7.27208 -0.025 0.090 -0.012 0.10
H -6.17405 14.78247 20.05550 0.200 -0.033 0.005 0.12
C -4.25368 17.78884 10.40080 -0.108 0.693 -0.065 -0.22
H -9.75721 23.82127 15.57396 -0.178 -0.111 0.135 0.12
H -10.54493 15.78501 14.88692 -0.029 -0.088 -0.037 0.05
H -5.81491 10.33165 11.73366 -0.266 -0.040 0.026 0.11
H -7.57830 12.95452 21.15829 0.194 -0.194 -0.037 0.12
S -7.43681 9.31477 13.11377 0.210 0.101 0.241 0.66
H -5.57686 10.91420 14.72275 -0.064 -0.158 -0.071 0.10
H -8.30422 10.71041 14.90293 0.308 -0.368 0.008 0.09
H -9.03404 11.07514 13.36115 -0.019 -0.360 -0.158 0.09
H -4.73595 19.69619 11.32757 -0.032 0.070 -0.016 0.11
C -11.15598 13.26819 14.05359 0.298 -0.350 -0.220 -0.02
C -8.48503 22.17185 14.88354 -0.086 0.031 0.130 -0.22
H -4.75925 17.71156 15.25989 -0.058 -0.035 -0.139 0.11
H -5.45528 13.99304 17.50074 0.226 -0.176 0.257 0.10
C -12.42611 13.25568 18.64375 0.154 -0.684 0.492 -0.04
H -12.86700 12.44718 19.24047 -0.347 0.205 -0.092 0.09
O -8.30012 12.59574 16.89786 -0.230 -0.266 -0.364 -0.33
C -5.61990 17.11498 15.56868 0.628 0.388 -0.098 -0.23
C -11.98739 14.15616 14.98171 -0.032 0.019 -0.010 -0.52
S -5.93250 15.91737 14.28322 -0.316 -0.077 0.807 0.66
H -8.53427 11.29648 19.18220 -0.088 0.137 0.292 0.10
H -11.40217 12.21453 14.19252 -0.009 0.001 -0.101 0.07
C -10.86768 22.10561 14.70275 -0.439 0.020 0.725 -0.22
H -6.82062 18.03333 8.57444 -0.022 0.004 -0.053 0.11
H -8.69255 16.87531 16.19981 -0.394 0.013 -0.208 0.11
O -3.49463 17.38949 7.90242 0.066 -0.272 -0.023 -0.32
H -6.13493 18.64883 11.02958 0.164 -0.083 0.260 0.11
O -7.31816 8.25730 14.08660 -0.064 0.146 0.046 -0.32
C -14.06159 12.73185 15.21760 0.576 -0.481 0.399 -0.17
H -9.67197 23.63812 13.81501 0.014 0.184 0.128 0.11
C -6.89740 17.93876 15.64488 -0.059 0.195 -0.160 -0.21
C -13.47580 14.01939 14.66128 -0.510 -0.629 -0.473 -0.14
H -12.12436 16.22970 15.49402 -0.078 0.106 -0.150 0.10
H -13.49965 11.86927 14.83303 -0.020 0.134 -0.178 0.11
H -10.80970 11.47664 17.71419 -0.036 -0.147 0.013 0.06
H -13.57348 14.00768 13.57072 -0.008 0.152 0.034 0.12
C -11.61333 15.61366 14.75370 0.296 0.189 0.160 -0.02
H -11.82866 22.48613 15.04568 0.023 0.085 -0.079 0.10
H -11.29923 13.50731 12.99662 -0.162 0.085 0.060 0.09
H -8.73642 17.59267 14.55282 -0.304 -0.018 0.198 0.10
H -5.29598 16.60237 16.47442 -0.436 -0.194 0.050 0.10
C -9.70576 23.09869 14.76278 0.374 -0.331 -0.840 -0.21
H -5.08652 9.18984 12.80910 0.062 0.090 0.558 0.11
H -7.31326 12.36534 12.62397 0.620 -0.148 -0.237 0.13
H -3.22430 18.13892 10.34398 0.108 -0.302 0.166 0.10
H -8.42678 13.70146 19.85931 0.136 0.064 -0.279 0.12
H -6.33439 20.31073 9.33526 0.007 0.008 -0.041 0.11
H -9.95912 13.45816 16.78138 0.230 0.051 -0.068 0.04
H -7.07918 14.59256 17.81278 0.019 0.024 0.085 0.10
H -7.49590 22.62604 14.91475 -0.158 0.320 0.061 0.12
H -14.51808 13.39593 17.26984 0.040 0.239 -0.279 0.12
C -11.70004 11.45438 17.07925 0.194 0.271 -0.067 -0.01
H -6.81322 18.75454 14.92415 -0.013 -0.054 -0.032 0.11
O -5.19708 14.70829 14.54185 0.128 -0.167 -0.156 -0.31
H -15.09264 12.52688 14.92899 -0.091 0.376 -0.006 0.11
H -14.24894 11.68996 17.05143 0.061 0.077 0.224 0.11
H -4.64438 20.16945 8.86647 0.002 -0.069 -0.021 0.12
H -8.19199 15.39973 13.82569 -0.001 -0.042 -0.003 0.11
H -11.34642 11.25370 16.06817 -0.108 0.011 -0.061 0.07
H -8.04263 20.51723 16.26480 -0.263 -0.256 -0.046 0.08
C -7.65703 15.72146 14.71735 -0.061 -0.139 -0.076 -0.23
H -10.08170 13.37705 14.23624 -0.053 0.050 0.228 0.07
H -8.86140 21.88495 17.04842 0.369 0.267 -0.133 0.11
C -8.75497 21.32394 16.11815 -0.224 -0.163 0.070 -0.22
S -4.64008 17.18276 8.75287 0.008 0.863 0.312 0.66
H -10.98736 21.64533 13.72540 0.118 0.040 -0.067 0.10
S -10.45299 20.76901 15.86007 0.025 0.013 -0.250 0.66
C -7.05203 11.89757 13.57713 -0.561 0.516 0.247 -0.22
C -6.34219 13.84296 18.11317 -0.416 0.152 -0.486 -0.22
H -4.43545 17.02114 11.14446 0.265 -0.192 -0.089 0.07
H -11.41730 13.32836 19.05436 0.044 0.341 -0.266 0.07
```
Positions in Å, forces in eV/Å.

Values from the calculation:
- Kohn-Sham gap: 0.2867 Ha
- ΔE to the lowest compared entry with this formula, charge and spin: 0.0 kcal/mol
- LUMO: -0.020 eV
- F_max: 1.5 eV Å⁻¹
- Structure (SMILES): CC1(C)CCCC(C)(C)N1O.O=S1(=O)CCCC1.O=S1(=O)CCCC1.O=S1(=O)CCCC1.O=S1(=O)CCCC1.O=S1(=O)CCCC1
- Net charge: 0
- HOMO energy: -7.823 eV



[3]
Density functional theory data (the ωB97M-V functional and the def2-TZVPD basis) for the molecule C9H10.

XYZ file:
```
19
Properties=species:S:1:pos:R:3:forces:R:3:lowdin_charge:R:1
H -0.03667 -0.53242 1.73727 -0.236 -0.044 -0.685 0.18
C -1.29619 -0.20900 -0.04741 -1.153 0.458 0.360 -0.22
C 1.90960 0.60662 -0.36578 1.254 -0.596 -0.047 -0.03
C 2.19244 -0.87744 -0.33825 -2.424 0.663 1.715 -0.04
H -0.03316 2.83713 -0.47782 0.267 -0.826 -0.041 0.12
C 0.75538 0.82127 0.25302 -0.292 0.682 -0.512 -0.24
H 2.55267 1.38239 -0.82706 -0.512 -0.700 0.300 0.11
H -2.35342 1.59154 -0.54160 -1.076 0.341 -0.427 0.09
H 3.14352 -1.32216 -0.51888 0.358 -0.346 -0.478 0.08
C 1.09346 -1.49776 0.22813 1.377 1.219 -1.747 -0.05
H 1.00716 -2.54904 0.35150 -0.088 -0.663 0.347 0.08
H -0.44212 2.37879 1.13634 0.107 0.193 0.535 0.10
H -1.87422 -2.06386 -0.84111 -0.161 -0.277 -0.401 0.06
C -2.37222 -1.28646 -0.27179 1.220 0.509 0.290 -0.04
C 0.05651 -0.47219 0.61787 0.715 0.407 0.363 -0.22
C -1.47050 1.12042 -0.21676 1.768 -0.850 0.291 -0.03
H -3.23738 -0.89928 -0.84716 0.438 -0.286 0.646 0.08
H -2.61665 -1.78656 0.68799 -0.307 0.523 -0.465 0.08
C -0.22010 1.95513 0.16438 -1.256 -0.406 -0.044 -0.11
```
Positions in Å, forces in eV/Å.

Values from the calculation:
- Kohn-Sham gap: 0.3430 Ha
- ΔE to the lowest compared entry with this formula, charge and spin: 6.2 kcal/mol
- LUMO: 1.056 eV
- F_max: 3.0 eV Å⁻¹
- Structure (SMILES): CC1=CCC2=CC=C[C@H]12
- Net charge: 0
- HOMO energy: -8.278 eV



[4]
Density functional theory data (the ωB97M-V functional and the def2-TZVPD basis) for a cluster of 3 separate species, C27H55N4O4 in total.

XYZ file:
```
90
Properties=species:S:1:pos:R:3:forces:R:3:lowdin_spin:R:1
H 1.28568 1.26699 3.75682 -0.012 -0.004 -0.001 0.00
H -4.90015 1.01717 -0.73029 -0.006 0.035 -0.055 0.00
C 1.67976 3.87676 3.81010 0.003 -0.008 -0.031 0.00
H -0.48616 1.21201 3.67970 0.000 -0.010 -0.006 0.00
H 5.96903 -3.94877 -3.06544 0.005 0.025 -0.025 0.00
N -2.44538 -1.22655 -0.68161 0.049 0.225 0.014 0.39
H -1.43140 6.01706 6.20963 -0.023 -0.030 0.033 0.00
H -4.73613 -2.49485 -0.32980 -0.032 0.010 -0.039 0.00
H 1.05070 2.49798 6.05058 -0.022 0.003 0.027 0.00
C 0.39160 1.80352 3.43492 0.022 0.025 0.045 0.00
C -1.06705 0.19604 -2.24136 0.026 0.004 0.009 0.00
H -0.13705 0.76705 -2.25363 0.000 -0.010 -0.024 0.00
C -3.77217 -0.75064 -1.18742 0.090 0.003 0.066 0.02
O -1.81959 3.18285 3.30532 -0.225 -0.103 -0.198 0.49
H 4.17094 -6.28084 -3.43180 0.007 -0.003 -0.014 0.00
H -1.85021 0.86199 -2.59107 -0.017 0.013 0.004 0.00
H 1.75763 4.08151 2.74166 0.003 0.001 0.002 0.00
H 1.81757 4.80634 4.35229 0.005 0.012 0.013 0.00
C -2.54793 5.65716 3.66358 0.030 0.003 0.010 0.00
H 1.18810 -5.74878 -5.31580 0.032 -0.013 -0.034 0.00
C 2.00437 -5.63715 -4.60251 0.014 -0.011 0.010 0.01
H 0.79070 4.95142 6.32674 -0.002 -0.002 -0.030 0.00
H 0.59475 6.46273 4.63574 0.024 -0.018 -0.018 0.00
H 0.90167 -2.38298 -4.28628 -0.007 0.000 0.007 0.00
N -3.58499 1.66385 1.19190 0.009 0.269 -0.156 0.00
H 3.12998 -2.39635 -5.05511 -0.002 0.000 0.039 0.00
H -0.30035 4.11930 7.40670 0.033 0.023 0.010 0.00
C 4.16433 -5.86098 -2.43140 -0.012 -0.011 0.030 0.00
H 0.58197 -1.36297 -1.27408 -0.009 -0.110 0.029 0.00
C -0.16547 6.33028 3.86744 0.020 -0.010 -0.001 0.01
C -4.86418 -1.41440 -0.35604 0.024 -0.047 0.093 0.00
N -0.82930 3.91855 3.61324 0.213 0.052 0.293 0.41
C -1.57140 0.82582 0.15746 0.022 0.041 -0.047 0.02
C 2.17352 -4.14755 -4.26729 -0.006 0.030 0.131 0.02
C 4.95598 -3.62860 -3.32428 0.036 -0.032 0.050 0.02
C 3.23781 -3.48044 -5.15399 -0.088 -0.038 -0.085 0.02
H -0.68389 7.28222 3.75567 0.021 0.016 0.040 0.00
H 0.50067 -3.62540 -5.48941 0.002 0.017 0.005 0.00
H -4.44482 2.19275 1.07265 -0.023 -0.073 0.017 0.00
H -0.24888 -1.95695 0.17532 0.000 0.034 0.034 0.00
O 2.15481 -2.86934 -2.30546 -0.111 0.117 0.171 0.50
C -1.19104 5.24398 4.22530 -0.002 -0.102 -0.075 0.02
H 4.85702 -4.92002 -5.06093 -0.022 -0.007 0.023 0.00
C -1.29678 5.03583 5.74509 -0.036 0.117 -0.013 0.02
H 2.89389 -6.07158 -5.05648 0.008 -0.017 0.029 0.00
H 5.35754 -3.28301 -5.40554 0.015 -0.035 -0.017 0.00
H -3.32472 4.94546 3.92773 -0.004 -0.002 -0.008 0.00
O -2.46204 -1.92896 0.38055 0.017 -0.174 -0.063 0.51
H 5.12962 -6.08427 -1.97465 -0.007 -0.022 -0.004 0.00
H 0.63458 -0.43385 0.22208 -0.005 0.029 -0.025 0.00
C 0.16745 2.99369 5.63873 0.054 -0.033 -0.015 0.02
H -2.20276 4.45657 5.94536 0.007 -0.027 -0.027 0.00
H 4.09371 -2.79952 -0.87608 -0.001 0.004 0.009 0.00
H -0.95922 -0.63800 -2.93647 0.004 -0.006 0.012 0.00
C -3.88077 0.79300 -1.05645 -0.005 -0.017 -0.104 0.01
H -4.97591 -1.07157 -2.94967 0.013 0.043 -0.013 0.00
H -0.68341 2.32323 5.79132 -0.006 -0.001 -0.013 0.00
C 4.15309 -3.88105 -0.95619 0.031 -0.004 -0.033 0.00
C 3.96669 -4.34683 -2.39554 -0.137 0.051 -0.018 0.02
H 3.01486 -3.73340 -6.19474 0.023 0.044 -0.005 0.00
N 2.58529 -3.94377 -2.83422 0.239 -0.071 -0.248 0.40
H 2.49793 3.21029 4.08659 0.012 0.017 -0.009 0.00
H -3.66177 -2.23556 -2.75786 -0.043 -0.007 0.039 0.00
H -5.83069 -1.18008 -0.80468 -0.005 0.043 0.005 0.00
H 0.33125 6.11176 2.92378 -0.032 0.016 -0.028 0.00
C 0.00257 -1.07088 -0.40015 0.041 0.075 0.002 0.00
H 3.38716 -4.31244 -0.31112 0.004 0.000 0.003 0.00
H 4.89015 -2.55615 -3.11803 -0.013 0.001 0.006 0.00
H 3.39090 -6.36254 -1.84857 0.002 -0.002 -0.003 0.00
H -2.50626 5.73161 2.57607 0.001 0.013 0.000 0.00
H 1.75044 -6.21678 -3.71674 -0.044 0.008 0.001 0.00
H 0.42952 1.92448 2.35152 0.004 -0.007 0.008 0.00
H -2.99065 2.21895 1.80462 0.011 -0.128 0.125 0.00
O -2.57254 2.79584 -0.67170 0.039 -0.030 -0.077 0.00
C 0.36705 3.16262 4.12604 -0.108 0.037 -0.080 0.02
C -2.92158 1.52214 -0.08832 -0.009 -0.166 0.183 0.00
H -1.57305 0.39939 1.16088 -0.016 0.024 0.002 0.00
H -4.84611 -1.04666 0.66894 0.017 -0.014 -0.006 0.00
C -1.26212 -0.31274 -0.81448 -0.124 -0.030 -0.009 0.02
C 0.82915 -3.45247 -4.46318 0.020 -0.026 -0.009 0.00
C 4.66752 -3.87493 -4.80063 0.025 0.002 -0.023 0.00
H 5.13216 -4.21457 -0.60785 -0.006 0.012 0.001 0.00
H -3.37372 3.19869 -1.02105 -0.076 0.061 0.034 0.00
C -0.09805 4.31473 6.35167 0.007 0.003 0.030 0.00
H -0.79006 1.58653 0.10277 0.003 -0.017 0.010 0.00
H -2.80357 6.63609 4.07224 -0.011 -0.014 0.003 0.00
H 0.08137 -3.86177 -3.78247 -0.005 -0.005 -0.008 0.00
H -3.32315 -0.60429 -3.33822 0.060 0.016 0.033 0.00
C -3.93233 -1.18408 -2.64893 -0.071 -0.079 -0.033 0.01
H -3.76366 1.23904 -2.04376 0.037 -0.003 -0.010 0.00
```
Positions in Å, forces in eV/Å.

Values from the calculation:
- Kohn-Sham gap (alpha / beta): 0.3019 / 0.3496 Ha
- LUMO (alpha / beta): 0.758 / 0.665 eV
- F_max: 0.4 eV Å⁻¹
- Net charge: 0
- 2S+1: 4
- HOMO energy (alpha / beta): -7.456 / -8.847 eV